A molecular structure, C56H59GeN2OPS3SnTe at a distorted geometry. Source: the OMol25 dataset; level of theory: ωB97M-V/def2-TZVPD.

Total energy ... -175488.5444 eV
Net charge ... 0
Energy relative to the best compared isomer or geometry (same formula, charge and spin) ... 89.6 kcal/mol
Orbital gap ... 7.662 eV

CARTESIAN COORDINATES (ANGSTROEM)
Sn 0.756 -1.239 0.048
C -1.678 -0.429 2.305
C -1.649 -1.784 1.688
N -0.753 -2.614 2.086
N -0.767 -3.894 1.777
C -0.099 -4.454 0.873
S 0.885 -3.682 -0.367
S -0.103 -6.226 0.785
C -1.750 -6.548 0.010
C -2.751 -7.049 0.996
C -3.232 -8.350 0.945
C -4.174 -8.784 1.863
C -4.638 -7.924 2.844
C -4.157 -6.627 2.904
C -3.212 -6.197 1.992
C -2.642 -2.139 0.656
C -3.740 -2.930 0.954
C -4.610 -3.344 -0.038
C -4.373 -2.951 -1.344
C -3.270 -2.185 -1.660
C -2.370 -1.774 -0.675
O -1.284 -1.085 -1.012
H -0.761 -0.243 2.864
H -2.528 -0.366 2.984
H -1.813 0.329 1.534
H -1.552 -7.278 -0.774
H -2.059 -5.603 -0.432
H -2.871 -9.027 0.185
H -4.544 -9.798 1.815
H -5.362 -8.268 3.569
H -4.516 -5.949 3.666
H -2.807 -5.200 2.048
H -3.909 -3.217 1.980
H -5.448 -3.979 0.205
H -5.045 -3.263 -2.130
H -3.062 -1.917 -2.686
C 4.572 -1.879 2.951
P 3.305 -1.268 1.747
C 3.490 0.569 1.982
C 4.086 1.459 0.978
C 4.763 2.567 1.327
C 5.129 2.852 2.688
C 4.694 2.074 3.693
C 3.716 1.033 3.440
C 4.215 -1.855 0.259
C 4.022 -3.229 0.105
C 4.574 -3.920 -0.952
C 5.336 -3.242 -1.887
C 5.568 -1.888 -1.729
C 5.022 -1.195 -0.658
H 5.522 -1.362 2.798
H 4.696 -2.946 2.762
H 4.225 -1.743 3.975
H 3.884 1.224 -0.056
H 5.131 3.244 0.571
H 5.813 3.666 2.874
H 5.056 2.174 4.705
H 3.600 0.279 4.211
H 3.418 -3.758 0.828
H 4.388 -4.976 -1.056
H 5.753 -3.767 -2.732
H 6.172 -1.351 -2.447
H 5.253 -0.148 -0.548
Te 0.793 -0.883 -2.853
C 2.472 0.062 -3.749
C 3.336 0.945 -3.176
C 4.387 1.339 -4.031
C 4.309 0.747 -5.248
S 2.958 -0.307 -5.364
H 3.210 1.317 -2.172
H 5.161 2.030 -3.747
H 4.966 0.861 -6.087
C -4.398 0.553 -6.173
C -4.623 0.533 -4.666
C -3.546 1.289 -3.884
C -2.162 0.691 -4.089
Ge -0.691 1.218 -2.833
C 0.356 2.729 -3.661
C -0.476 3.891 -4.191
C -0.891 4.920 -3.142
C -1.929 4.422 -2.147
H -5.228 0.067 -6.679
H -3.486 0.029 -6.448
H -4.337 1.575 -6.537
H -4.655 -0.503 -4.322
H -5.592 0.987 -4.444
H -3.798 1.255 -2.820
H -3.549 2.337 -4.197
H -1.785 0.926 -5.087
H -2.226 -0.395 -4.018
H -1.111 1.559 -1.413
H 0.874 2.269 -4.507
H 1.129 3.101 -2.989
H -1.368 3.498 -4.685
H 0.117 4.414 -4.947
H -1.310 5.781 -3.670
H -0.004 5.255 -2.600
H -2.765 3.968 -2.675
H -2.305 5.255 -1.556
H -1.508 3.688 -1.462
C 2.444 1.326 2.723
C 1.448 2.119 2.792
C 0.568 3.077 3.034
C 0.883 4.392 2.426
C 1.099 4.506 1.056
C 1.478 5.716 0.502
C 1.661 6.825 1.311
C 1.440 6.724 2.676
C 1.045 5.519 3.228
C -0.560 2.954 3.952
C -0.580 1.905 4.874
C -1.571 1.831 5.831
C -2.553 2.808 5.891
C -2.551 3.844 4.972
C -1.575 3.911 3.995
H 0.959 3.636 0.430
H 1.648 5.793 -0.564
H 1.983 7.764 0.885
H 1.596 7.581 3.318
H 0.881 5.449 4.294
H 0.213 1.170 4.846
H -1.574 1.021 6.548
H -3.314 2.764 6.656
H -3.315 4.608 5.030
H -1.596 4.715 3.272

Löwdin population analysis, charges in e, atoms 1 to 99: 0.7565, -0.0314, -0.3696, 0.0346, -0.0545, -1.0500, 0.4931, 0.8780, -0.3821, -0.3025, -0.0486, -0.0907, -0.0973, -0.0775, -0.0566, -0.1370, -0.0495, -0.0967, -0.0864, -0.0127, -0.3614, -0.5089, 0.0658, 0.0963, 0.0872, 0.0724, 0.0837, 0.1081, 0.0995, 0.0981, 0.1021, 0.0736, 0.1133, 0.1007, 0.1017, 0.0949, -0.2484, 0.9294, -0.4350, -0.0680, -0.0694, -0.0779, -0.0341, -0.1744, -0.4023, -0.1990, -0.0777, -0.0770, -0.0795, -0.0842, 0.0578, 0.0382, 0.0299, 0.0779, 0.1048, 0.1013, 0.1089, 0.1272, 0.0693, 0.1097, 0.1031, 0.1045, 0.0839, 1.0442, -0.9484, -0.2700, -0.1937, -0.4157, 0.9404, 0.0857, 0.1024, 0.0604, -0.1117, -0.2684, -0.2935, -0.3565, 0.7271, -0.3324, -0.2877, -0.2645, -0.1106, 0.0679, 0.0649, 0.0732, 0.0983, 0.1061, 0.1051, 0.0907, 0.0661, 0.0329, -0.0338, 0.0525, 0.0602, 0.0925, 0.1077, 0.1055, 0.0922, 0.0612, 0.0734

***

10 unconnected molecules or ions with the total composition C56H62Br3F6N10O10PS at a distorted geometry. Source: the OMol25 dataset; level of theory: ωB97M-V/def2-TZVPD.

Total energy ... -340988.6361 eV
Net charge ... -2
Orbital gap ... 4.206 eV

CARTESIAN COORDINATES (ANGSTROEM)
C 3.069 -8.581 -1.804
C 2.662 -7.247 -0.881
Br 3.951 -5.733 -0.921
C 1.431 -7.163 -0.062
Br 0.269 -8.842 -0.113
C 0.905 -5.934 0.866
O 1.223 -4.530 0.566
P 1.396 -3.431 1.955
C 1.683 -2.442 3.609
C 3.278 -3.860 2.244
O 3.647 -4.621 3.308
O 4.379 -3.361 1.404
C -0.494 -3.205 1.859
O -1.056 -3.408 0.634
C -1.546 -2.863 3.055
F -1.206 -3.385 4.397
F -2.830 -3.568 2.673
C -1.961 -1.293 3.239
F -1.148 -0.555 4.271
F -3.354 -1.314 3.831
C -2.083 -0.420 1.861
F -2.622 0.930 2.276
F -0.763 -0.115 1.207
C -3.187 -1.001 0.774
O -4.444 -1.350 1.054
O -2.714 -1.065 -0.641
C 1.850 -2.005 0.755
C 1.400 -1.988 -0.857
C 1.863 -0.680 -1.705
N 2.666 0.515 -1.315
C 3.108 0.565 0.107
C 2.703 -0.644 1.134
O 1.116 -4.762 3.101
C 0.906 -6.106 2.532
C -0.671 -6.561 2.824
C -0.977 -6.935 4.388
O -0.828 -6.144 5.452
Br -1.695 -8.799 4.799
C 1.948 -7.322 2.892
S 2.458 -7.449 4.684
O 1.784 -8.653 5.432
O 2.202 -6.191 5.545
H 3.594 -9.421 -1.186
H 3.826 -8.229 -2.629
H 2.149 -9.044 -2.363
H -0.272 -5.957 0.650
H 1.117 -1.428 3.491
H 1.368 -3.095 4.524
H 2.840 -2.167 3.710
H -3.011 -1.972 -0.980
H 0.749 -2.839 -1.353
H 1.496 -0.683 -2.843
H 3.734 1.498 0.499
H 3.121 -0.513 2.244
H -1.454 -5.732 2.512
H -0.980 -7.524 2.188
H 2.961 -7.286 2.260
H 1.437 -8.361 2.610
H 3.868 -7.689 4.753
N -1.386 2.079 5.706
C -2.632 2.651 5.718
C -2.537 3.864 6.362
C -1.186 4.033 6.747
C -0.497 2.917 6.327
H -1.158 1.180 5.301
H -3.477 2.146 5.270
H -3.353 4.553 6.535
H -0.761 4.878 7.274
H 0.547 2.649 6.417
N -3.736 2.372 -0.778
C -3.325 3.512 -1.417
C -3.904 3.532 -2.666
C -4.697 2.366 -2.782
C -4.578 1.670 -1.600
H -3.463 2.093 0.156
H -2.655 4.209 -0.930
H -3.770 4.304 -3.413
H -5.292 2.067 -3.635
H -5.018 0.736 -1.276
N -5.603 -3.167 -1.805
C -5.029 -3.449 -3.017
C -5.924 -4.196 -3.749
C -7.082 -4.367 -2.952
C -6.857 -3.718 -1.758
H -5.170 -2.635 -1.062
H -4.034 -3.095 -3.254
H -5.762 -4.577 -4.749
H -7.982 -4.903 -3.221
H -7.480 -3.604 -0.881
N 6.209 -0.481 -0.510
C 6.457 0.866 -0.455
C 7.643 1.108 -1.111
C 8.124 -0.136 -1.584
C 7.218 -1.099 -1.202
H 5.406 -0.945 -0.105
H 5.771 1.535 0.047
H 8.110 2.076 -1.237
H 9.034 -0.310 -2.144
H 7.205 -2.169 -1.361
N 10.378 3.607 -2.643
C 11.491 2.814 -2.745
C 12.403 3.237 -1.804
C 11.817 4.319 -1.105
C 10.565 4.525 -1.642
H 9.548 3.528 -3.216
H 11.539 2.020 -3.478
H 13.384 2.811 -1.638
H 12.259 4.887 -0.297
H 9.795 5.244 -1.398
N -2.569 0.173 -4.075
C -2.532 1.022 -5.150
C -2.000 0.334 -6.218
C -1.710 -0.978 -5.772
C -2.074 -1.050 -4.446
H -2.908 0.412 -3.152
H -2.886 2.040 -5.064
H -1.839 0.733 -7.211
H -1.283 -1.783 -6.355
H -2.022 -1.865 -3.736
N -2.475 5.693 3.512
C -2.063 6.833 2.873
C -2.642 6.853 1.623
C -3.436 5.687 1.508
C -3.317 4.990 2.689
H -2.201 5.414 4.445
H -1.394 7.530 3.359
H -2.508 7.625 0.877
H -4.031 5.388 0.654
H -3.756 4.057 3.014
N -7.237 9.728 2.015
C -6.269 9.601 2.977
C -5.428 8.578 2.601
C -5.901 8.074 1.366
C -7.018 8.805 1.026
H -7.994 10.399 2.032
H -6.263 10.246 3.845
H -4.565 8.232 3.156
H -5.473 7.266 0.787
H -7.674 8.746 0.168
N -0.499 3.860 -7.059
C -0.498 4.410 -8.314
C 0.493 3.796 -9.047
C 1.108 2.838 -8.206
C 0.473 2.897 -6.985
H -1.121 4.123 -6.305
H -1.200 5.189 -8.577
H 0.745 4.013 -10.077
H 1.924 2.176 -8.463
H 0.632 2.338 -6.072

Löwdin population analysis, charges in e, atoms 1 to 99: -0.1861, -0.6360, 0.7081, -0.5035, 0.6142, -0.2674, -0.3157, 0.6193, -0.1753, -0.5028, -0.1905, -0.3365, -0.1444, -0.0540, -0.1418, 0.0323, -0.0179, -0.0768, 0.0019, 0.0065, -0.0755, -0.0168, 0.0353, -0.1663, 0.0326, -0.0029, -0.1326, -0.0085, -0.1468, -0.0576, -0.1515, -0.0313, -0.2976, -0.3361, -0.0959, -0.5840, -0.0733, 0.5462, -0.1858, 0.7859, -0.4971, -0.4075, 0.0801, 0.0623, 0.0516, 0.1298, 0.0330, 0.0809, 0.0812, 0.1205, 0.0916, 0.0837, 0.0848, 0.0888, 0.1318, 0.0828, 0.1352, 0.1053, 0.0905, 0.0352, -0.1379, -0.1536, -0.1313, -0.1243, 0.1185, 0.1113, 0.0926, 0.0869, 0.1118, 0.0353, -0.1324, -0.1208, -0.1377, -0.1522, 0.1329, 0.1041, 0.0880, 0.0976, 0.1071, 0.0133, -0.1320, -0.1159, -0.1237, -0.1391, 0.1135, 0.0887, 0.0894, 0.0858, 0.1061, 0.0440, -0.1471, -0.1372, -0.1389, -0.1304, 0.1275, 0.0769, 0.0654, 0.0754, 0.1089

***

A molecular structure, C56H66AuBrN7OS3Si at a distorted geometry. Source: the OMol25 dataset; level of theory: ωB97M-V/def2-TZVPD.

Total energy ... -185725.9816 eV
Net charge ... +1
Energy relative to the best compared isomer or geometry (same formula, charge and spin) ... 30.2 kcal/mol
Orbital gap ... 6.478 eV

CARTESIAN COORDINATES (ANGSTROEM)
Au -0.152 -0.239 0.537
N 1.568 0.654 -0.189
S 3.011 0.487 -0.380
N 3.632 -0.988 -0.919
S 3.511 -2.314 -0.140
N 2.146 -2.850 0.373
S 0.811 -2.890 -0.638
N 0.147 -1.626 -0.990
C -0.158 -4.189 0.158
C 0.352 -4.993 1.159
C -0.425 -6.027 1.658
C -1.693 -6.251 1.144
C -2.205 -5.419 0.158
C -1.436 -4.378 -0.339
C 1.370 -3.668 -2.164
C 1.632 -2.820 -3.227
C 1.978 -3.360 -4.451
C 2.049 -4.737 -4.608
C 1.791 -5.575 -3.534
C 1.447 -5.042 -2.302
C 4.235 -3.577 -1.190
C 4.677 -3.307 -2.470
C 5.148 -4.352 -3.249
C 5.176 -5.641 -2.742
C 4.740 -5.897 -1.450
C 4.262 -4.860 -0.669
C 4.602 -2.321 1.289
C 5.866 -1.783 1.110
C 6.735 -1.728 2.185
C 6.333 -2.218 3.420
C 5.071 -2.766 3.583
C 4.193 -2.818 2.512
C 3.951 0.814 1.144
C 3.387 0.261 2.281
C 3.918 0.550 3.525
C 4.994 1.420 3.628
C 5.556 1.963 2.485
C 5.040 1.661 1.233
C 3.641 1.546 -1.687
C 4.970 1.511 -2.070
C 5.405 2.393 -3.049
C 4.512 3.283 -3.629
C 3.180 3.296 -3.242
C 2.739 2.422 -2.262
H 1.345 -4.805 1.535
H -0.044 -6.654 2.450
H -2.290 -7.065 1.528
H -3.206 -5.577 -0.216
H -1.812 -3.701 -1.089
H 1.540 -1.758 -3.068
H 2.176 -2.713 -5.291
H 2.300 -5.159 -5.570
H 1.841 -6.647 -3.658
H 1.234 -5.685 -1.461
H 4.640 -2.294 -2.836
H 5.485 -4.158 -4.255
H 5.539 -6.452 -3.356
H 4.763 -6.901 -1.054
H 3.908 -5.033 0.337
H 6.152 -1.410 0.137
H 7.721 -1.306 2.064
H 7.009 -2.167 4.259
H 4.766 -3.151 4.544
H 3.196 -3.217 2.608
H 2.518 -0.374 2.166
H 3.477 0.112 4.409
H 5.377 1.690 4.602
H 6.390 2.644 2.563
H 5.461 2.110 0.350
H 5.647 0.797 -1.625
H 6.442 2.389 -3.356
H 4.856 3.971 -4.389
H 2.487 3.990 -3.695
H 1.710 2.395 -1.935
C -3.344 -2.626 2.306
C -2.230 -1.567 2.367
C -1.061 -2.078 3.236
C -2.788 -0.287 3.031
O -1.819 -1.320 1.083
H -3.739 -2.824 3.296
H -2.965 -3.548 1.873
H -4.142 -2.263 1.667
H -1.396 -2.276 4.251
H -0.282 -1.319 3.252
H -0.657 -2.989 2.799
H -3.134 -0.513 4.035
H -3.622 0.076 2.440
H -2.023 0.481 3.071
C -6.076 0.920 0.077
C -6.133 2.186 -0.784
C -7.468 2.894 -0.539
C -6.101 1.721 -2.242
Si -4.626 3.383 -0.396
Br -2.794 1.962 -0.494
C -4.636 4.091 1.434
C -5.072 3.012 2.428
C -5.577 5.289 1.568
C -3.231 4.516 1.856
C -4.166 4.673 -1.800
C -3.943 3.967 -3.142
C -5.265 5.722 -1.978
C -2.857 5.392 -1.459
H -6.854 0.234 -0.254
H -6.253 1.128 1.125
H -5.120 0.414 -0.025
H -8.291 2.234 -0.815
H -7.554 3.798 -1.137
H -7.594 3.160 0.507
H -6.836 0.930 -2.380
H -5.127 1.321 -2.511
H -6.360 2.527 -2.922
H -6.136 2.806 2.364
H -4.865 3.352 3.443
H -4.511 2.095 2.271
H -6.584 5.055 1.229
H -5.210 6.141 1.002
H -5.641 5.593 2.613
H -2.528 3.691 1.773
H -3.247 4.833 2.898
H -2.852 5.347 1.273
H -4.879 3.664 -3.598
H -3.304 3.095 -3.038
H -3.455 4.655 -3.831
H -6.220 5.261 -2.219
H -5.003 6.394 -2.795
H -5.388 6.323 -1.083
H -2.046 4.688 -1.293
H -2.950 6.028 -0.585
H -2.575 6.031 -2.295
N -0.065 1.329 1.946
C 0.324 2.386 1.634
C 0.850 3.579 1.231
C 0.096 4.747 1.130
N -0.495 5.729 1.043
C 2.188 3.611 0.847
N 3.293 3.651 0.525

Löwdin population analysis, charges in e, atoms 1 to 99: 1.1577, -0.3729, 0.8277, -0.3416, 0.8657, -0.3625, 0.8014, -0.3511, -0.3294, -0.0887, -0.0537, -0.0518, -0.0594, -0.0607, -0.3080, -0.0759, -0.0555, -0.0578, -0.0526, -0.0539, -0.3079, -0.0588, -0.0515, -0.0536, -0.0518, -0.0686, -0.3201, -0.0595, -0.0393, -0.0462, -0.0518, -0.0709, -0.3190, -0.1053, -0.0555, -0.0526, -0.0515, -0.0972, -0.3231, -0.0871, -0.0557, -0.0516, -0.0431, -0.0720, 0.0926, 0.1129, 0.1148, 0.1197, 0.1259, 0.1082, 0.1171, 0.1158, 0.1183, 0.1189, 0.1132, 0.1193, 0.1166, 0.1170, 0.1155, 0.1177, 0.1191, 0.1166, 0.1170, 0.1054, 0.0909, 0.1172, 0.1132, 0.1152, 0.0954, 0.1061, 0.1126, 0.1137, 0.1167, 0.1064, -0.0079, -0.7380, -0.0366, -0.0408, -0.3071, 0.0906, 0.0559, 0.0862, 0.0868, 0.0544, 0.0585, 0.0865, 0.0593, 0.0467, -0.1217, -0.6279, -0.0869, -0.1083, 0.5772, 0.4594, -0.6182, -0.1021, -0.0830, -0.1347, -0.6321